1.
{
  "formula": "C46H51BrN5OPSr",
  "method": "ωB97M-V with the def2-TZVPD basis set",
  "homo_lumo_gap_ev": 7.40,
  "e_above_lowest_kj_mol": 0.0,
  "lumo_energy_ev": 0.26,
  "species": ["Sr", "C", "C", "C", "C", "C", "C", "C", "C", "C", "C", "N", "C", "C", "C", "C", "C", "N", "H", "H", "H", "H", "H", "H", "H", "H", "H", "H", "H", "H", "H", "H", "H", "H", "H", "N", "C", "C", "C", "N", "C", "C", "N", "C", "H", "H", "H", "H", "H", "H", "H", "H", "H", "H", "H", "H", "H", "H", "H", "H", "O", "C", "C", "C", "C", "C", "C", "C", "P", "C", "C", "C", "C", "C", "C", "C", "C", "C", "C", "C", "C", "H", "H", "H", "H", "H", "H", "H", "H", "H", "H", "H", "H", "H", "H", "Br", "C", "C", "C", "C", "C", "C", "H", "H", "H", "H"],
  "positions_angstrom": [[0.633, -1.021, -0.472], [3.874, 2.059, -3.433], [3.507, 2.752, -2.121], [2.597, 3.936, -2.303], [3.094, 5.227, -2.423], [2.243, 6.304, -2.612], [0.875, 6.092, -2.670], [0.340, 4.815, -2.546], [-1.157, 4.620, -2.573], [-1.723, 4.558, -3.993], [1.216, 3.730, -2.381], [0.687, 2.441, -2.173], [0.377, 1.708, -3.180], [-0.405, 0.509, -3.127], [-0.731, -0.281, -4.250], [-1.770, -1.125, -3.861], [-2.042, -0.794, -2.524], [-1.232, 0.185, -2.065], [4.574, 1.244, -3.252], [4.333, 2.761, -4.130], [2.988, 1.643, -3.913], [4.420, 3.066, -1.609], [3.001, 2.022, -1.471], [4.164, 5.385, -2.367], [2.642, 7.305, -2.701], [0.203, 6.933, -2.797], [-1.624, 5.452, -2.038], [-1.424, 3.707, -2.038], [-1.478, 5.465, -4.547], [-2.807, 4.449, -3.976], [-1.310, 3.711, -4.540], [0.686, 2.012, -4.190], [-0.271, -0.212, -5.223], [-2.267, -1.878, -4.452], [-2.844, -1.141, -1.882], [2.281, 2.670, 1.889], [1.358, 3.709, 2.367], [0.711, 3.243, 3.680], [-0.348, 2.170, 3.447], [0.260, 0.972, 2.770], [-1.460, 2.733, 2.562], [-0.922, 3.181, 1.203], [-0.622, 1.973, 0.426], [0.290, 4.108, 1.344], [3.245, 2.975, 1.907], [2.078, 2.346, 0.945], [1.285, 0.974, 2.859], [1.932, 4.612, 2.590], [0.226, 4.085, 4.178], [1.491, 2.877, 4.349], [-0.770, 1.833, 4.394], [0.090, 1.093, 1.741], [-0.172, 0.029, 3.029], [-1.914, 3.576, 3.088], [-2.245, 1.989, 2.414], [-1.700, 3.771, 0.701], [-0.075, 2.215, -0.408], [-1.465, 1.548, 0.049], [-0.089, 5.093, 1.628], [0.760, 4.237, 0.364], [-0.678, -1.412, 3.232], [-0.249, -2.036, 2.239], [-0.381, -3.539, 2.432], [-0.145, -4.092, 3.687], [-0.237, -5.461, 3.891], [-0.601, -6.298, 2.847], [-0.844, -5.764, 1.588], [-0.712, -4.397, 1.372], [-0.906, -3.621, -0.256], [-1.678, -4.886, -1.312], [-3.036, -5.116, -1.069], [-3.749, -6.030, -1.827], [-3.122, -6.717, -2.855], [-1.780, -6.488, -3.113], [-1.057, -5.584, -2.346], [0.853, -3.757, -0.888], [1.215, -3.062, -2.050], [2.441, -3.278, -2.662], [3.312, -4.226, -2.147], [2.961, -4.933, -1.007], [1.748, -4.691, -0.380], [0.104, -3.425, 4.501], [-0.040, -5.878, 4.870], [-0.691, -7.364, 3.009], [-1.131, -6.415, 0.770], [-3.537, -4.574, -0.275], [-4.798, -6.198, -1.620], [-3.678, -7.426, -3.453], [-1.284, -7.020, -3.915], [-0.004, -5.432, -2.563], [0.531, -2.360, -2.509], [2.699, -2.736, -3.562], [4.260, -4.407, -2.634], [3.636, -5.674, -0.599], [1.482, -5.259, 0.503], [7.477, -2.008, 1.289], [5.714, -1.389, 0.940], [4.656, -2.273, 0.971], [3.379, -1.786, 0.693], [3.080, -0.453, 0.372], [4.205, 0.388, 0.391], [5.497, -0.049, 0.664], [4.814, -3.316, 1.210], [2.578, -2.521, 0.776], [4.106, 1.448, 0.184], [6.327, 0.644, 0.657]],
  "lowdin_charge": [1.24, -0.07, -0.21, -0.18, -0.05, -0.09, -0.05, -0.18, -0.21, -0.08, -0.21, 0.07, -0.11, -0.38, -0.08, -0.11, -0.24, -0.07, 0.07, 0.08, 0.06, 0.11, 0.07, 0.11, 0.10, 0.11, 0.11, 0.09, 0.07, 0.07, 0.07, 0.14, 0.10, 0.09, 0.09, 0.06, -0.35, -0.11, -0.27, 0.16, -0.10, -0.35, 0.03, -0.09, 0.08, 0.06, 0.13, 0.14, 0.12, 0.12, 0.15, 0.06, 0.05, 0.13, 0.13, 0.14, 0.03, 0.08, 0.13, 0.11, -0.12, -0.25, -0.24, -0.03, -0.07, -0.08, -0.09, -0.36, 1.06, -0.37, -0.11, -0.08, -0.09, -0.08, -0.07, -0.46, -0.23, -0.05, -0.05, -0.06, -0.08, 0.11, 0.10, 0.10, 0.11, 0.11, 0.10, 0.10, 0.10, 0.10, 0.07, 0.12, 0.11, 0.11, 0.11, 0.69, -0.71, -0.15, -0.21, -0.24, -0.19, -0.15, 0.09, 0.04, 0.04, 0.09]
}

2.
{
  "formula": "C4H7N3S",
  "method": "ωB97M-V with the def2-TZVPD basis set",
  "smiles": "[H]/N=C(/NN)SCC#C",
  "homo_lumo_gap_ev": 9.93,
  "e_above_lowest_kj_mol": 358.0,
  "lumo_energy_ev": 0.73,
  "species": ["H", "N", "C", "N", "N", "S", "C", "C", "C", "H", "H", "H", "H", "H", "H"],
  "positions_angstrom": [[2.390, -2.038, -0.561], [2.325, -1.101, -0.276], [1.135, -0.713, -0.148], [0.838, 0.625, 0.114], [1.878, 1.578, -0.054], [-0.277, -1.810, -0.371], [-1.502, -0.952, 0.645], [-2.280, 0.092, -0.068], [-2.746, 1.032, -0.615], [-0.088, 0.888, -0.237], [2.250, 1.631, 0.897], [2.547, 1.189, -0.712], [-1.070, -0.534, 1.559], [-2.217, -1.711, 1.018], [-3.183, 1.823, -1.192]],
  "lowdin_charge": [0.01, 0.08, -0.75, -0.11, 0.02, 0.94, -0.52, -0.22, 0.11, 0.08, 0.08, 0.06, 0.09, 0.08, 0.04]
}

3.
{
  "formula": "C5H8N2",
  "method": "ωB97M-V with the def2-TZVPD basis set",
  "homo_lumo_gap_ev": [9.24, 7.74],
  "e_above_lowest_kj_mol": 558.3,
  "lumo_energy_ev": [1.03, 0.44],
  "species": ["C", "C", "C", "C", "C", "N", "N", "H", "H", "H", "H", "H", "H", "H", "H"],
  "positions_angstrom": [[-0.311, 1.332, 0.134], [-0.284, 1.580, -1.169], [-0.755, -0.885, 0.588], [1.477, -0.250, -0.105], [0.318, 0.183, 0.826], [-0.501, -1.233, -0.753], [0.648, -0.745, -1.284], [-1.092, 1.758, 0.853], [-0.815, 2.200, -1.799], [-0.712, -1.672, 1.326], [-1.731, -0.294, 0.782], [2.182, 0.538, -0.274], [2.018, -1.030, 0.422], [0.640, 0.340, 1.803], [-1.081, -1.822, -1.350]],
  "lowdin_charge": [-0.24, 0.14, -0.19, -0.16, -0.32, -0.09, 0.03, 0.12, 0.00, 0.11, 0.13, 0.10, 0.10, 0.11, 0.15]
}

4.
{
  "formula": "C35H51F32N5O9",
  "method": "ωB97M-V with the def2-TZVPD basis set",
  "smiles": "FC(F)C(F)(F)COC(F)(F)C(F)F.FC(F)C(F)(F)COC(F)(F)C(F)F.FC(F)C(F)(F)COC(F)(F)C(F)F.FC(F)C(F)(F)COC(F)(F)C(F)F.CNC(C)=O.CNC(C)=O.CNC(C)=O.CNC(C)=O.CNC(C)=O",
  "homo_lumo_gap_ev": 8.97,
  "lumo_energy_ev": 0.23,
  "species": ["F", "C", "F", "C", "F", "F", "C", "O", "C", "F", "F", "C", "F", "F", "H", "H", "H", "H", "F", "C", "F", "C", "F", "F", "C", "O", "C", "F", "F", "C", "F", "F", "H", "H", "H", "H", "F", "C", "F", "C", "F", "F", "C", "O", "C", "F", "F", "C", "F", "F", "H", "H", "H", "H", "F", "C", "F", "C", "F", "F", "C", "O", "C", "F", "F", "C", "F", "F", "H", "H", "H", "H", "C", "N", "C", "C", "O", "H", "H", "H", "H", "H", "H", "H", "C", "N", "C", "C", "O", "H", "H", "H", "H", "H", "H", "H", "C", "N", "C", "C", "O", "H", "H", "H", "H", "H", "H", "H", "C", "N", "C", "C", "O", "H", "H", "H", "H", "H", "H", "H", "C", "N", "C", "C", "O", "H", "H", "H", "H", "H", "H", "H"],
  "positions_angstrom": [[-18.131, -7.750, 4.954], [-18.248, -8.160, 6.232], [-17.703, -7.192, 7.027], [-19.741, -8.306, 6.653], [-19.805, -9.017, 7.819], [-20.379, -9.062, 5.734], [-20.522, -7.112, 6.945], [-21.903, -7.357, 6.971], [-22.610, -6.294, 7.449], [-22.126, -5.820, 8.622], [-22.458, -5.233, 6.635], [-24.142, -6.628, 7.635], [-24.763, -5.439, 7.819], [-24.686, -7.112, 6.519], [-17.701, -9.115, 6.320], [-20.331, -6.373, 6.205], [-20.276, -6.732, 7.923], [-24.348, -7.316, 8.470], [-25.720, 0.963, 0.484], [-25.968, -0.232, 1.049], [-24.728, -0.593, 1.518], [-27.004, 0.011, 2.266], [-27.060, -1.055, 3.077], [-28.217, 0.069, 1.720], [-26.741, 1.307, 3.069], [-25.653, 1.257, 3.913], [-25.771, 1.607, 5.197], [-26.473, 2.777, 5.288], [-26.400, 0.640, 5.890], [-24.330, 1.817, 5.748], [-24.399, 2.062, 7.101], [-23.619, 0.712, 5.590], [-26.371, -0.916, 0.346], [-27.680, 1.482, 3.642], [-26.629, 2.066, 2.329], [-23.864, 2.693, 5.213], [-29.483, -9.462, 11.531], [-29.865, -8.309, 12.261], [-28.790, -8.106, 13.061], [-30.033, -7.190, 11.263], [-30.300, -6.035, 11.918], [-31.191, -7.446, 10.587], [-28.849, -6.949, 10.335], [-29.150, -6.003, 9.329], [-29.016, -6.448, 8.085], [-27.697, -6.715, 7.840], [-29.616, -7.640, 7.923], [-29.530, -5.461, 7.060], [-29.002, -5.932, 5.839], [-30.873, -5.431, 6.895], [-30.695, -8.592, 12.962], [-28.465, -7.904, 9.957], [-28.084, -6.508, 10.983], [-29.264, -4.454, 7.236], [-27.789, -10.617, 4.083], [-28.086, -9.302, 4.169], [-27.910, -9.020, 5.509], [-27.174, -8.439, 3.224], [-27.520, -7.140, 3.328], [-27.489, -8.853, 1.954], [-25.710, -8.664, 3.392], [-24.953, -7.776, 2.594], [-23.981, -8.363, 1.835], [-23.431, -9.370, 2.441], [-24.511, -8.853, 0.708], [-22.879, -7.319, 1.530], [-22.206, -7.019, 2.705], [-21.995, -7.934, 0.713], [-29.093, -9.121, 3.791], [-25.593, -9.746, 3.141], [-25.423, -8.371, 4.415], [-23.261, -6.387, 1.048], [-27.124, -3.818, 13.165], [-26.120, -3.977, 12.123], [-25.754, -2.918, 11.378], [-24.577, -3.021, 10.428], [-26.352, -1.855, 11.441], [-26.810, -3.031, 13.909], [-27.405, -4.731, 13.676], [-27.993, -3.493, 12.695], [-25.471, -4.749, 12.133], [-23.991, -2.154, 10.674], [-25.038, -2.784, 9.412], [-23.959, -3.946, 10.363], [-26.270, -3.891, 1.542], [-26.073, -4.466, 0.225], [-24.860, -4.711, -0.440], [-25.018, -5.485, -1.737], [-23.803, -4.424, 0.040], [-25.437, -3.193, 1.784], [-26.185, -4.735, 2.286], [-27.276, -3.530, 1.659], [-26.886, -4.801, -0.278], [-25.982, -5.334, -2.173], [-24.924, -6.547, -1.506], [-24.270, -5.296, -2.477], [-20.522, -3.423, 2.916], [-21.122, -2.999, 1.641], [-20.574, -2.006, 0.887], [-21.292, -1.638, -0.403], [-19.482, -1.517, 1.147], [-20.505, -2.580, 3.656], [-19.471, -3.724, 2.697], [-21.060, -4.368, 3.244], [-21.900, -3.445, 1.269], [-20.694, -0.821, -0.869], [-22.210, -1.271, -0.029], [-21.492, -2.539, -1.020], [-28.081, -0.895, 8.342], [-28.563, -1.780, 9.417], [-29.833, -2.192, 9.444], [-30.241, -2.848, 10.713], [-30.525, -2.053, 8.473], [-28.792, -1.078, 7.591], [-27.046, -1.085, 8.066], [-28.300, 0.151, 8.516], [-27.982, -1.821, 10.220], [-30.970, -3.586, 10.395], [-30.745, -2.135, 11.380], [-29.505, -3.421, 11.215], [-24.316, -2.546, 4.481], [-25.119, -2.548, 5.749], [-26.092, -3.418, 6.156], [-26.406, -4.540, 5.191], [-26.758, -3.316, 7.151], [-23.496, -3.314, 4.497], [-23.840, -1.558, 4.446], [-24.991, -2.790, 3.707], [-24.993, -1.710, 6.328], [-25.593, -4.880, 4.540], [-27.213, -4.176, 4.527], [-26.790, -5.384, 5.746]],
  "lowdin_charge": [0.10, -0.27, 0.08, -0.44, 0.10, 0.14, -0.09, 0.07, -0.52, 0.12, 0.14, -0.26, 0.09, 0.11, 0.18, 0.15, 0.15, 0.18, 0.09, -0.25, 0.07, -0.44, 0.12, 0.13, -0.06, 0.05, -0.55, 0.14, 0.16, -0.28, 0.08, 0.12, 0.15, 0.17, 0.13, 0.19, 0.03, -0.23, 0.07, -0.45, 0.11, 0.12, -0.04, 0.08, -0.57, 0.12, 0.15, -0.21, 0.03, 0.11, 0.19, 0.15, 0.15, 0.15, 0.09, -0.26, 0.07, -0.45, 0.13, 0.10, -0.06, 0.05, -0.62, 0.19, 0.16, -0.23, 0.06, 0.10, 0.17, 0.17, 0.15, 0.15, -0.06, 0.02, -0.56, 0.01, 0.02, 0.11, 0.08, 0.03, 0.13, 0.07, 0.10, 0.08, -0.07, 0.00, -0.53, 0.01, 0.04, 0.07, 0.08, 0.08, 0.12, 0.07, 0.09, 0.08, -0.07, 0.01, -0.55, 0.00, 0.03, 0.09, 0.09, 0.08, 0.07, 0.10, 0.04, 0.09, -0.06, 0.05, -0.60, 0.01, 0.05, 0.05, 0.06, 0.08, 0.07, 0.08, 0.10, 0.04, -0.04, 0.04, -0.56, -0.01, 0.04, 0.09, 0.08, 0.02, 0.13, 0.07, 0.10, 0.05]
}

Calculated maximum force, 2.0 2.6 3.6 3.1 eV Å⁻¹ (same order as the records).